Record 1
{
  "formula": "C22H42NP3SeTl",
  "method": "ωB97M-V/def2-TZVPD",
  "e_tot_ev": -122857.9026,
  "charge": 3,
  "homo_ev": [-16.57, -16.63],
  "species": ["Tl", "P", "P", "P", "H", "C", "C", "H", "C", "C", "C", "C", "C", "C", "C", "C", "C", "H", "H", "H", "H", "H", "H", "H", "H", "H", "H", "H", "H", "H", "H", "H", "H", "H", "H", "H", "H", "H", "H", "H", "H", "H", "H", "H", "H", "H", "C", "C", "C", "C", "C", "C", "Se", "H", "H", "H", "H", "H", "H", "C", "C", "C", "N", "C", "C", "H", "H", "H", "H", "H"],
  "coordinates": [[-0.443838, -1.858415, -0.808691], [0.204786, 1.861306, 1.854015], [-2.500564, 0.700589, 0.386196], [2.382916, 0.135882, 0.264714], [-1.500119, -3.266340, -5.491158], [-0.746630, -3.968425, -5.062188], [-0.632157, -4.116363, -3.702623], [-1.352605, -3.638852, -2.966864], [0.375653, 3.480408, 0.979676], [-1.151561, 2.188131, 3.086138], [1.700732, 1.870966, 2.979362], [-3.438374, -0.112837, -1.006280], [-3.759263, 0.513862, 1.728594], [-2.775809, 2.462233, -0.107890], [3.008950, -0.946022, -1.109809], [3.499564, -0.478531, 1.621091], [3.293014, 1.657449, -0.216387], [-0.075923, -4.418265, -5.851975], [0.166609, -4.695073, -3.182104], [0.511684, 4.262991, 1.721678], [-0.514545, 3.699999, 0.388426], [1.228156, 3.477247, 0.294292], [-0.829193, 3.031315, 3.707373], [-1.329521, 1.332484, 3.757749], [-2.112064, 2.424271, 2.607437], [1.552092, 2.650959, 3.739817], [2.626086, 2.079225, 2.424408], [1.848131, 0.916321, 3.508303], [-4.510953, 0.145266, -0.921639], [-3.355429, -1.216855, -0.941046], [-3.073020, 0.211387, -1.997796], [-4.695352, 1.000660, 1.422359], [-3.407986, 0.962944, 2.670333], [-3.927748, -0.559999, 1.895550], [-3.830134, 2.579098, -0.394825], [-2.138144, 2.698784, -0.975931], [-2.549004, 3.179962, 0.689904], [4.103932, -1.011328, -0.990151], [2.779299, -0.556264, -2.118268], [2.583422, -1.964366, -1.029334], [4.454148, -0.758194, 1.158910], [3.020961, -1.365566, 2.065044], [3.686766, 0.263795, 2.419579], [4.263497, 1.343013, -0.620896], [3.454030, 2.347380, 0.614917], [2.729778, 2.183597, -0.997188], [0.132939, 0.968981, -3.374836], [-0.372219, -0.264428, -3.889672], [-0.130233, -0.687021, -5.198893], [0.568406, 0.128444, -6.091602], [0.943855, 1.400765, -5.630097], [0.783946, 1.805980, -4.305517], [0.139907, 1.357139, -1.532844], [-0.023268, -2.787921, -2.425484], [-0.935738, -0.972489, -3.270926], [-0.473506, -1.654372, -5.556828], [0.848784, -0.131067, -7.135269], [1.391153, 2.088543, -6.342133], [1.096377, 2.796342, -3.973334], [-0.348663, -2.979354, 5.643958], [-0.090532, -1.608457, 5.770675], [0.018727, -0.776236, 4.632231], [-0.137894, -1.282081, 3.396887], [-0.368735, -2.582512, 3.203793], [-0.481463, -3.475632, 4.312365], [-0.431292, -3.684410, 6.511922], [0.021366, -1.172462, 6.753361], [0.192044, 0.306957, 4.719006], [-0.482779, -2.979576, 2.160501], [-0.685432, -4.544951, 4.129916]],
  "forces_ev_per_a": [[0.131, 1.624, 0.432], [0.761, 1.036, 1.573], [-1.447, -0.354, -0.396], [1.456, 0.254, -0.052], [0.333, -0.996, 0.533], [0.282, 0.745, 0.009], [0.640, 0.682, 0.929], [0.131, -0.969, -1.396], [-0.072, -0.474, -0.379], [-0.201, -0.495, -0.142], [-0.121, -0.319, -0.102], [0.097, -0.226, -0.106], [0.541, -0.298, 0.302], [0.456, 0.094, -0.205], [-0.419, -0.339, -0.107], [-0.644, -0.190, 0.340], [-0.236, 0.231, -0.313], [-0.713, 0.172, 1.353], [-0.812, 0.007, -0.868], [0.036, 0.046, 0.223], [0.116, -0.004, 0.145], [-0.077, -0.043, 0.242], [0.027, 0.009, -0.217], [0.224, 0.227, -0.439], [0.585, 0.145, 0.150], [-0.035, -0.067, -0.285], [-0.525, 0.122, 0.170], [-0.293, 0.310, -0.321], [0.487, -0.077, -0.091], [-0.146, 0.483, 0.029], [-0.100, -0.061, 0.446], [0.238, -0.131, -0.031], [-0.290, -0.340, -0.414], [-0.042, 0.341, 0.019], [0.213, -0.110, 0.092], [-0.399, 0.013, 0.271], [-0.142, -0.267, -0.192], [-0.451, -0.063, -0.143], [0.013, -0.017, 0.498], [0.347, 0.294, -0.038], [-0.211, 0.055, 0.109], [0.362, 0.225, 0.001], [-0.176, -0.454, -0.598], [-0.139, 0.152, 0.145], [0.016, -0.158, -0.117], [0.355, -0.065, 0.128], [0.135, -0.631, -0.262], [0.164, -0.607, -0.200], [0.087, 0.091, -0.038], [0.250, 0.802, 0.155], [0.235, 0.365, 0.045], [-0.260, 0.220, -0.288], [-0.308, -1.275, -1.330], [-0.226, -0.233, -0.391], [0.020, 0.544, -0.119], [0.039, 0.393, 0.305], [-0.534, -0.090, 0.945], [0.083, -0.054, 0.205], [0.123, -0.263, -0.236], [0.022, -0.358, -1.379], [0.041, 0.260, -0.210], [-0.506, -1.696, 0.324], [0.227, 0.757, -0.714], [-0.097, -0.796, 1.774], [-0.009, 0.330, -0.113], [0.083, 0.973, -0.917], [0.029, 0.039, 0.044], [-0.024, -0.716, 0.114], [0.112, 0.491, 0.945], [0.160, 0.705, 0.153]],
  "lowdin_charge": [0.926, 0.888, 0.754, 0.740, 0.085, 0.053, -0.092, 0.023, -0.255, -0.239, -0.249, -0.298, -0.234, -0.275, -0.283, -0.227, -0.277, 0.120, 0.081, 0.076, 0.017, 0.023, 0.077, 0.039, 0.013, 0.076, 0.021, 0.032, 0.073, 0.023, 0.047, 0.074, 0.031, 0.064, 0.077, 0.008, 0.040, 0.066, 0.055, 0.024, 0.064, 0.054, 0.047, 0.072, 0.046, 0.006, -0.589, -0.142, -0.049, 0.009, -0.023, -0.081, 0.801, -0.002, 0.017, 0.070, 0.148, 0.130, 0.119, -0.025, -0.035, -0.158, 0.011, -0.172, -0.033, 0.140, 0.113, 0.080, 0.065, 0.116]
}

=====

Record 2
{
  "formula": "C2H2NO3",
  "method": "ωB97M-V/def2-TZVPD",
  "e_above_lowest_ev": 0.7798,
  "e_tot_ev": -9740.8729,
  "charge": -1,
  "smiles": "O=CNC(=O)[O-]",
  "homo_ev": -4.74,
  "species": ["O", "C", "N", "C", "O", "O", "H", "H"],
  "coordinates": [[-1.926331, 0.945541, -1.092974], [-1.071490, 0.119246, -0.584759], [0.053207, 0.600079, 0.077946], [1.213594, -0.431828, 0.467528], [1.493036, -0.432292, 1.681878], [1.541269, -1.239427, -0.424782], [-1.219009, -0.976827, -0.760009], [-0.084278, 1.415506, 0.635173]],
  "forces_ev_per_a": [[2.094, -2.826, 1.895], [-0.972, 3.768, -1.451], [-0.111, -3.293, -1.075], [-1.117, -1.467, 0.902], [0.014, 0.985, -0.961], [-0.584, 1.577, 0.245], [0.667, 0.782, 0.288], [0.010, 0.474, 0.158]],
  "lowdin_charge": [-0.135, -0.316, 0.085, -0.708, -0.080, -0.068, 0.126, 0.095]
}

=====

Record 3
{
  "formula": "CH3NOS",
  "method": "ωB97M-V/def2-TZVPD",
  "e_above_lowest_ev": 2.5138,
  "e_tot_ev": -15456.2952,
  "homo_ev": -10.01,
  "species": ["C", "N", "O", "S", "H", "H", "H"],
  "coordinates": [[0.572323, 0.496011, -0.072521], [0.164222, -0.828057, 0.349379], [-2.174381, 0.353207, 0.385357], [-1.102074, -0.033940, -0.473009], [0.732752, 1.104615, 0.814467], [1.414308, 0.584116, -0.725888], [0.392847, -1.675953, -0.277786]],
  "forces_ev_per_a": [[0.546, -0.102, 1.219], [-0.278, -2.615, -1.135], [-1.144, 0.832, 1.236], [1.243, -0.391, -1.474], [-0.474, 0.223, -0.129], [-0.040, 0.155, -1.006], [0.146, 1.898, 1.289]],
  "lowdin_charge": [-0.360, -0.268, -0.497, 0.875, 0.082, 0.066, 0.103]
}

=====

Record 4
{
  "formula": "CHF2NO3",
  "method": "ωB97M-V/def2-TZVPD",
  "e_above_lowest_ev": 3.5955,
  "e_tot_ev": -14114.6510,
  "homo_ev": [-11.91, -11.92],
  "species": ["C", "N", "O", "O", "O", "F", "F", "H"],
  "coordinates": [[-0.138773, 0.480458, -0.349314], [1.023618, -0.363002, 0.093582], [1.750057, 0.170852, 0.900044], [1.205483, -1.449480, -0.346211], [-1.699348, -0.050021, 0.836052], [0.166754, 1.711578, 0.009670], [-0.558821, 0.391945, -1.577539], [-1.748969, -0.892329, 0.433715]],
  "forces_ev_per_a": [[-3.459, 1.214, 2.825], [1.566, 0.359, 1.114], [-0.485, 0.326, 0.037], [-0.947, -1.395, -1.260], [4.170, 2.823, -2.183], [-1.063, -1.033, -0.739], [0.635, -0.400, 0.857], [-0.416, -1.893, -0.651]],
  "lowdin_charge": [-0.287, -0.335, 0.138, 0.146, -0.048, 0.185, 0.220, -0.019]
}

=====

Record 5
{
  "formula": "C3H8N2O2",
  "method": "ωB97M-V/def2-TZVPD",
  "e_above_lowest_ev": 0.0765,
  "e_tot_ev": -10310.4058,
  "charge": -2,
  "homo_ev": 0.36,
  "species": ["C", "C", "C", "N", "N", "O", "O", "H", "H", "H", "H", "H", "H", "H", "H"],
  "coordinates": [[2.658550, -1.201952, 2.231498], [3.582110, -1.609564, -0.001922], [2.956398, -2.037760, 1.071789], [-10.756742, -0.443471, -0.700400], [5.980098, -0.515003, -0.392491], [6.602179, -1.599260, -0.470310], [6.558391, 0.482524, -0.983109], [1.651889, -0.807359, 2.333499], [3.068037, -1.615014, 3.213748], [3.290066, -0.310867, 1.999201], [4.100039, -0.619783, -0.086690], [4.080914, -2.357990, -0.600815], [2.547665, -3.102990, 1.058930], [-11.185179, -0.020163, -1.639034], [-9.754977, -0.428460, -0.820640]],
  "forces_ev_per_a": [[1.564, 1.678, 1.232], [1.557, 0.479, 0.123], [-1.741, -2.466, -0.453], [-1.990, 0.822, -1.727], [3.000, 1.365, -1.415], [-0.648, 0.539, 0.194], [-1.143, -1.475, 1.023], [-0.360, -0.422, 0.193], [-0.803, 0.354, -1.192], [-0.458, -0.213, 0.681], [-1.131, -0.949, 0.232], [-0.599, -0.064, -0.855], [0.814, 1.173, 0.236], [1.386, -0.990, 2.163], [0.554, 0.169, -0.437]],
  "lowdin_charge": [-0.159, -0.056, -0.308, -0.375, -0.387, -0.220, -0.267, 0.054, 0.086, 0.076, 0.039, 0.043, 0.097, -0.266, -0.360]
}

=====

Record 6
{
  "formula": "C7H10N2O",
  "method": "ωB97M-V/def2-TZVPD",
  "e_above_lowest_ev": 3.4381,
  "e_tot_ev": -12446.0101,
  "smiles": "C=Cn1ccnc1.C=CO",
  "homo_ev": -9.07,
  "species": ["C", "C", "N", "C", "C", "N", "C", "H", "H", "H", "H", "H", "H", "C", "C", "O", "H", "H", "H", "H"],
  "coordinates": [[-1.068958, 0.479319, 0.607468], [0.153262, 1.012461, 0.683697], [1.077521, 0.806537, 1.674471], [0.761442, 0.285607, 2.939465], [1.973178, 0.070554, 3.462671], [3.005739, 0.548449, 2.698449], [2.391493, 0.911894, 1.619372], [-1.659197, 0.530085, -0.281909], [-1.573849, -0.093230, 1.443513], [0.600517, 1.677590, -0.129330], [-0.273887, 0.063507, 3.119676], [2.026533, -0.137408, 4.529859], [2.932822, 1.015926, 0.688750], [-1.582266, -0.671903, -4.444970], [-1.324459, -0.551745, -3.154695], [-0.853076, -1.460767, -2.273755], [-1.398392, -1.646144, -5.099178], [-1.843610, 0.124402, -5.070967], [-1.252598, 0.426405, -2.619150], [-1.000126, -2.394256, -2.636853]],
  "forces_ev_per_a": [[-0.129, -0.521, 1.423], [-0.137, 0.848, -2.651], [-2.133, -0.521, 1.739], [-0.150, 0.158, -2.431], [-0.012, 0.633, 3.375], [-0.189, -0.945, 0.492], [2.121, 0.149, -1.608], [-0.158, 0.506, -0.313], [1.015, 0.588, -1.091], [-0.928, -1.196, 0.855], [0.182, -0.003, 0.638], [0.752, -0.435, -0.324], [-0.238, 0.737, -0.077], [0.775, -3.217, -1.365], [0.975, 1.527, 0.628], [-0.602, -2.650, -0.710], [-0.513, 1.808, 1.946], [-0.441, 1.300, -0.340], [-0.611, -0.627, -0.840], [0.422, 1.860, 0.655]],
  "lowdin_charge": [0.029, -0.155, -0.105, -0.041, -0.176, 0.078, -0.215, 0.026, 0.079, 0.144, 0.104, 0.102, 0.134, -0.016, -0.328, -0.035, 0.103, 0.018, 0.115, 0.141]
}

=====

Repeat the fifth record exactly.
{
  "formula": "C3H8N2O2",
  "method": "ωB97M-V/def2-TZVPD",
  "e_above_lowest_ev": 0.0765,
  "e_tot_ev": -10310.4058,
  "charge": -2,
  "homo_ev": 0.36,
  "species": ["C", "C", "C", "N", "N", "O", "O", "H", "H", "H", "H", "H", "H", "H", "H"],
  "coordinates": [[2.658550, -1.201952, 2.231498], [3.582110, -1.609564, -0.001922], [2.956398, -2.037760, 1.071789], [-10.756742, -0.443471, -0.700400], [5.980098, -0.515003, -0.392491], [6.602179, -1.599260, -0.470310], [6.558391, 0.482524, -0.983109], [1.651889, -0.807359, 2.333499], [3.068037, -1.615014, 3.213748], [3.290066, -0.310867, 1.999201], [4.100039, -0.619783, -0.086690], [4.080914, -2.357990, -0.600815], [2.547665, -3.102990, 1.058930], [-11.185179, -0.020163, -1.639034], [-9.754977, -0.428460, -0.820640]],
  "forces_ev_per_a": [[1.564, 1.678, 1.232], [1.557, 0.479, 0.123], [-1.741, -2.466, -0.453], [-1.990, 0.822, -1.727], [3.000, 1.365, -1.415], [-0.648, 0.539, 0.194], [-1.143, -1.475, 1.023], [-0.360, -0.422, 0.193], [-0.803, 0.354, -1.192], [-0.458, -0.213, 0.681], [-1.131, -0.949, 0.232], [-0.599, -0.064, -0.855], [0.814, 1.173, 0.236], [1.386, -0.990, 2.163], [0.554, 0.169, -0.437]],
  "lowdin_charge": [-0.159, -0.056, -0.308, -0.375, -0.387, -0.220, -0.267, 0.054, 0.086, 0.076, 0.039, 0.043, 0.097, -0.266, -0.360]
}